{
  "formula": "C17H23N6O3STi",
  "method": "ωB97M-V with the def2-TZVPD basis set",
  "elements": ["Ti", "N", "C", "C", "N", "C", "C", "N", "H", "H", "H", "H", "H", "H", "H", "H", "H", "H", "H", "H", "H", "O", "C", "O", "C", "C", "C", "C", "C", "C", "N", "C", "C", "C", "C", "C", "C", "N", "H", "H", "H", "H", "H", "H", "H", "H", "H", "H", "O", "S", "N"],
  "positions_angstrom": [[0.726, -1.082, -0.285], [-0.691, -2.348, -1.488], [-2.130, -2.168, -1.064], [-2.234, -0.903, -0.244], [-1.155, -0.859, 0.793], [-1.351, -1.796, 1.949], [-0.706, -3.129, 1.660], [0.636, -2.838, 1.072], [-0.458, -3.341, -1.488], [-0.622, -2.079, -2.467], [-2.770, -2.103, -1.943], [-2.449, -3.045, -0.510], [-2.105, -0.020, -0.875], [-3.212, -0.820, 0.232], [-1.175, 0.084, 1.189], [-0.875, -1.328, 2.812], [-2.414, -1.895, 2.175], [-0.605, -3.714, 2.574], [-1.267, -3.736, 0.957], [1.266, -2.619, 1.845], [1.030, -3.680, 0.652], [-1.179, 4.325, 5.057], [-0.957, 4.688, 3.786], [-1.042, 5.819, 3.425], [-0.655, 3.607, 2.771], [0.186, 2.531, 3.031], [0.551, 1.665, 2.006], [0.059, 1.894, 0.727], [-0.816, 2.943, 0.462], [-1.156, 3.806, 1.487], [0.482, 1.035, -0.361], [0.842, 1.571, -1.468], [1.308, 0.715, -2.555], [1.672, 1.215, -3.779], [2.148, 0.331, -4.753], [2.227, -1.014, -4.448], [1.825, -1.453, -3.193], [1.376, -0.610, -2.247], [-1.225, 3.368, 5.171], [0.612, 2.394, 4.018], [1.286, 0.891, 2.192], [-1.236, 3.091, -0.527], [-1.795, 4.660, 1.297], [0.867, 2.651, -1.592], [1.597, 2.277, -3.975], [2.450, 0.697, -5.726], [2.593, -1.735, -5.167], [1.875, -2.503, -2.937], [2.795, -2.822, -0.806], [3.450, -1.800, 0.023], [2.422, -0.819, 0.533]],
  "lumo_ha": -0.448,
  "e_above_lowest_kcal_mol": 14.3,
  "multiplicity": 1,
  "orbital_gap_ev": 5.02,
  "energy_ha": -2462.60976,
  "molar_mass_g_mol": 439.344,
  "charge": 3
}